1.
A molecular structure, C42H47InN4O6Si4, computed with wB97M-V/def2-TZVPD.

Properties
- relative energy (zero: lowest compared OMol25 entry of this formula, charge and spin) (kcal/mol) = 1.61
- total charge = -2
- 2S+1 = 1

Last column: Mulliken charge in e.
Atoms and positions in Å:
1 In 0.34317 -0.18854 0.06584  1.86
2 O 3.21289 -1.19531 -3.34342  -0.84
3 C 2.29914 -1.20934 -2.51235  -0.67
4 O 1.36775 -0.36715 -2.32495  -0.65
5 C 2.17621 -2.42576 -1.60126  0.35
6 C 3.00191 -3.52973 -1.73126  -0.71
7 C 2.77202 -4.62923 -0.91691  -0.81
8 C 1.72655 -4.59569 -0.00571  -0.79
9 C 0.96521 -3.44247 0.07972  0.22
10 N 1.18963 -2.39282 -0.70510  1.22
11 C -0.19596 -3.30571 1.06442  0.40
12 O -0.45550 -4.29283 1.76353  -0.89
13 O -0.78884 -2.18318 1.01490  -0.65
14 H 3.79053 -3.50144 -2.47025  0.55
15 H 3.40806 -5.50588 -0.98589  0.39
16 H 1.48732 -5.41766 0.65273  0.60
17 C 0.14254 3.81305 1.61161  -0.65
18 O -0.22286 2.44047 1.64357  0.21
19 C -1.24007 2.04029 2.44673  0.39
20 C -2.28633 2.86578 2.83806  -0.48
21 C -3.26848 2.38742 3.69502  -0.73
22 C -3.19382 1.08473 4.16743  -0.97
23 C -2.13675 0.26832 3.78606  -0.16
24 C -1.14171 0.72568 2.92530  0.15
25 N 0.00490 -0.04334 2.53528  0.61
26 N 0.30028 -0.89377 3.41857  -0.63
27 C 1.34788 -1.73673 3.32578  -0.34
28 C 2.31698 -1.72677 2.26988  0.87
29 O 2.28917 -0.93198 1.30110  -0.32
30 C 3.41938 -2.67601 2.37102  -1.02
31 C 3.53262 -3.53619 3.39628  -1.06
32 C 2.56684 -3.57352 4.46521  1.09
33 C 2.68628 -4.49594 5.51709  -0.90
34 C 1.75993 -4.54292 6.53164  -0.50
35 C 0.68418 -3.64277 6.51043  -0.76
36 C 0.54898 -2.73409 5.48762  -0.53
37 C 1.48317 -2.67354 4.43187  0.90
38 H 0.27747 4.19362 2.62753  0.35
39 H 1.08891 3.84675 1.07597  -0.15
40 H -0.58591 4.42723 1.08990  0.28
41 H -2.33908 3.88461 2.47290  0.28
42 H -4.08897 3.03448 3.98441  0.39
43 H -3.95332 0.70414 4.83993  0.33
44 H -2.06343 -0.74968 4.14013  0.38
45 H 4.12902 -2.66023 1.55162  0.50
46 H 4.36405 -4.23540 3.43435  0.29
47 H 3.52812 -5.18258 5.51452  0.35
48 H 1.85053 -5.27199 7.32718  0.37
49 H -0.05519 -3.67360 7.30273  0.38
50 H -0.28608 -2.04692 5.46662  0.34
51 N 6.96320 7.51898 -1.40124  -0.60
52 C 6.24825 6.63035 -1.23991  0.07
53 C 5.35242 5.52185 -1.03178  0.56
54 C 4.11827 5.47541 -1.68304  -0.75
55 C 3.25310 4.42115 -1.46442  -0.01
56 C 3.58870 3.37809 -0.58593  0.49
57 C 4.84319 3.42687 0.04458  -0.43
58 C 5.70862 4.48034 -0.17183  -0.71
59 C 2.67396 2.31655 -0.33103  -0.06
60 C 1.87968 1.42521 -0.09072  -1.50
61 H 3.84932 6.27432 -2.36204  0.42
62 H 2.30133 4.37605 -1.97947  0.43
63 H 5.11857 2.61715 0.70728  0.54
64 H 6.67180 4.51219 0.32216  0.41
65 C -1.53117 -3.25857 -2.72385  -1.07
66 Si -2.66899 -1.92074 -2.04194  0.67
67 C -3.54435 -2.58666 -0.52200  -0.89
68 C -4.03620 -1.84246 -3.36485  -1.45
69 Si -1.55919 0.13937 -1.73505  0.00
70 Si -0.54355 0.84019 -3.73740  1.21
71 C 0.63048 2.29552 -3.55432  -1.04
72 C -1.98512 1.66883 -4.70047  -1.40
73 C 0.00220 -0.46537 -4.98224  -1.19
74 Si -3.39901 1.50596 -1.21389  1.02
75 C -4.30362 0.88064 0.32559  -1.00
76 C -4.70664 1.54460 -2.59392  -1.10
77 C -3.13857 3.35869 -0.94695  -0.94
78 H -2.04616 -4.22489 -2.76236  0.50
79 H -0.63899 -3.37257 -2.10082  0.08
80 H -1.19949 -3.00105 -3.73487  0.34
81 H -3.95249 -3.58546 -0.71751  0.38
82 H -4.36900 -1.92902 -0.22439  0.29
83 H -2.84673 -2.65343 0.31993  -0.01
84 H -4.28385 -2.86123 -3.68926  0.42
85 H -3.71708 -1.27362 -4.24882  0.31
86 H -4.95150 -1.38158 -2.97974  0.32
87 H 0.11199 3.12906 -3.06076  0.22
88 H 0.97440 2.64034 -4.53737  0.51
89 H 1.49626 2.01484 -2.94901  0.07
90 H -2.36442 2.55976 -4.17935  0.24
91 H -2.83135 0.98018 -4.83603  0.26
92 H -1.64508 1.98452 -5.69857  0.42
93 H 0.03743 -1.45664 -4.52236  0.02
94 H 1.02092 -0.25223 -5.32304  0.41
95 H -0.67214 -0.50403 -5.84399  0.29
96 H -5.05923 0.13632 0.05170  0.45
97 H -4.80319 1.69580 0.85908  0.39
98 H -3.60847 0.40121 1.02724  0.04
99 H -4.88223 0.55779 -3.02942  0.14
100 H -4.37683 2.20405 -3.40449  0.28
101 H -5.66323 1.92629 -2.21188  0.39
102 H -2.57488 3.56198 -0.03808  -0.01
103 H -4.10936 3.85946 -0.86529  0.37
104 H -2.59130 3.80379 -1.78930  0.32

Atoms 1-3, force components in eV/Å:
In 0.5 -0.6 -0.3
O -0.1 0.0 0.1
C -0.4 0.2 -0.1

2.
A molecular structure, C5H20CuN12O11 at a distorted geometry, computed with wB97M-V/def2-TZVPD.

Properties
- total charge = +1
- DFT total energy (Ha) = -3327.24578
- 2S+1 = 3

Last column: Mulliken spin population.
Atoms and positions in Å:
1 Cu 0.07840 0.47570 0.29231  0.92
2 N 0.20727 3.65686 -1.33103  -0.01
3 O 1.20656 4.12771 -1.79705  0.12
4 O -0.88406 4.14905 -1.63555  0.33
5 O 0.24498 2.69492 -0.60827  0.17
6 N -2.55915 2.48067 1.53868  -0.01
7 O -3.66606 2.08987 1.90218  0.07
8 O -1.61692 1.72787 1.35208  0.10
9 O -2.38078 3.70205 1.36857  0.25
10 C 0.49511 -0.00898 3.50894  0.00
11 O 0.40707 -0.10042 2.35218  0.00
12 N 0.17008 -0.91965 4.35190  0.00
13 N 1.00951 1.01416 4.08877  0.00
14 H 0.18618 -0.68002 5.33293  0.00
15 H -0.38864 -1.69814 4.03272  0.00
16 H 1.20248 1.00911 5.08015  0.00
17 H 1.32166 1.80943 3.55006  0.00
18 C -0.62100 0.33774 -3.08085  0.00
19 O -0.30269 0.34017 -1.91111  0.00
20 N -0.76538 -0.65341 -3.86363  0.00
21 N -0.99525 1.38712 -3.70469  0.00
22 H -0.50805 -1.60903 -3.66196  0.00
23 H -1.20474 -0.43565 -4.74660  0.00
24 H -1.11950 2.29048 -3.27042  0.00
25 H -1.21642 1.41444 -4.68980  0.00
26 C 3.23716 1.14057 -0.62563  0.00
27 O 2.22855 0.94972 -0.00864  0.02
28 N 4.24667 0.33751 -0.61191  0.00
29 N 3.30666 2.04273 -1.58527  0.00
30 H 4.24297 -0.40849 0.06896  0.00
31 H 5.04167 0.40628 -1.23106  0.00
32 H 2.54335 2.68319 -1.75037  0.00
33 H 4.14328 2.01221 -2.15028  0.00
34 C 1.12342 -2.63821 -0.16348  0.00
35 O 1.00717 -1.45983 -0.39692  0.03
36 N 2.08831 -3.43931 -0.38489  0.00
37 N 0.20746 -3.29750 0.44345  0.00
38 H 2.92302 -3.04625 -0.79582  0.00
39 H 2.02839 -4.40993 -0.11213  0.00
40 H -0.60338 -2.76933 0.73271  0.00
41 H 0.33190 -4.24583 0.76792  0.00
42 C -2.83976 -1.34054 0.36345  0.00
43 O -1.75238 -0.81869 0.15911  0.01
44 N -3.25843 -2.38615 -0.26079  0.00
45 N -3.70625 -0.90361 1.12190  0.00
46 H -4.19811 -2.70704 -0.07606  0.00
47 H -2.67854 -2.65574 -1.04255  0.00
48 H -3.50496 -0.11630 1.72167  0.00
49 H -4.45877 -1.53148 1.36605  0.00

Atoms 1-3, force components in eV/Å:
Cu 0.1 -1.2 -0.8
N -0.8 0.6 -0.6
O 1.7 0.8 -0.7

3.
A molecular structure, C19H32F4N3NbO2P at a distorted geometry, computed with wB97M-V/def2-TZVPD.

Properties
- total charge = -1
- DFT total energy (Ha) = -1855.75306
- 2S+1 = 1

Last column: Mulliken charge in e.
Atoms and positions in Å:
1 C 3.12465 -1.55083 0.43911  -1.63
2 C 1.97002 -1.18071 -0.51263  0.70
3 C 0.66024 -1.37139 0.22558  -0.41
4 N -0.58336 -1.24839 -0.52774  -0.01
5 Nb -1.07742 0.37471 -1.69489  -0.59
6 F -2.44931 0.84900 -0.32193  -0.71
7 C 0.41433 -0.28084 -3.25319  -0.93
8 C 1.71594 0.42000 -3.66470  -0.76
9 C 1.68809 1.31888 -4.87972  0.69
10 F 0.52164 1.29216 -5.54063  -0.27
11 F 2.63174 0.92798 -5.78722  -0.35
12 F 1.97325 2.59828 -4.60232  -0.25
13 O -1.91624 1.86440 -2.89757  -0.71
14 C -1.17857 2.76974 -3.37872  0.64
15 N -0.65310 3.75399 -3.65014  -0.60
16 C 0.28279 1.81463 -0.57295  0.97
17 C 0.05274 1.86256 0.80490  -0.51
18 C 0.80672 2.68478 1.63570  -0.50
19 C 1.78439 3.46304 1.04488  -0.56
20 N 2.02547 3.49882 -0.26414  -0.71
21 C 1.27610 2.69066 -1.02578  -0.24
22 P -2.83458 -1.15438 -2.81724  0.31
23 C -4.41922 -0.18362 -2.83878  -1.12
24 C -3.26756 -2.57581 -1.70162  -0.66
25 C -2.40911 -3.81105 -1.99549  -1.05
26 H 4.00988 -1.85871 -0.10722  0.42
27 H 2.83822 -2.35340 1.11443  0.37
28 H 3.37820 -0.68100 1.03924  0.32
29 H 2.15373 -0.15927 -0.82399  -0.36
30 H 2.01883 -1.87415 -1.34504  0.22
31 H 0.71710 -2.40233 0.59930  0.55
32 H 0.69535 -0.78549 1.15084  -0.21
33 H -1.34607 -1.48566 0.09502  0.21
34 H 0.67916 -1.28043 -2.92353  0.48
35 H -0.18464 -0.46699 -4.14048  0.81
36 H 2.31408 0.86871 -2.88156  0.32
37 H 2.38283 -0.37148 -4.01421  0.42
38 H -0.71066 1.24337 1.25637  0.65
39 H 0.59507 2.67793 2.69270  0.42
40 H 2.39788 4.09526 1.67717  0.36
41 H 1.46237 2.76306 -2.08727  0.70
42 H -4.25766 0.76149 -3.33874  0.32
43 H -4.72604 -0.00326 -1.81059  0.25
44 H -5.19319 -0.76839 -3.32890  0.41
45 H -3.25484 -2.31155 -0.64528  0.34
46 H -4.30145 -2.83120 -1.93351  0.44
47 H -2.17909 -3.81877 -3.05703  0.33
48 H -1.46567 -3.75403 -1.46362  0.16
49 H -2.94535 -4.72361 -1.75381  0.37
50 C 0.75220 -0.94706 5.72833  -0.58
51 C -0.34917 -0.16773 6.44325  -0.57
52 C 0.05045 1.27235 6.14704  -0.48
53 O 0.69815 1.25580 4.87650  -0.38
54 C 0.97969 -0.09127 4.48923  -0.12
55 H 0.48007 -1.97342 5.48698  0.33
56 H 1.65485 -0.96869 6.34377  0.28
57 H -1.31761 -0.39044 5.99022  0.27
58 H -0.41647 -0.37654 7.51027  0.36
59 H 0.75784 1.65070 6.89416  0.27
60 H -0.80338 1.94961 6.10561  0.28
61 H 0.29532 -0.37041 3.68093  0.04
62 H 2.00038 -0.14957 4.11064  0.27

Atoms 1-3, force components in eV/Å:
C -0.3 0.4 -0.1
C 0.6 -0.5 0.6
C 0.2 -1.2 0.1

4.
A molecular structure, C36H28MgN6O3 at a distorted geometry, computed with wB97M-V/def2-TZVPD.

Properties
- relative energy (zero: lowest compared OMol25 entry of this formula, charge and spin) (kcal/mol) = 9.03
- total charge = +2
- 2S+1 = 1

Last column: Mulliken charge in e.
Atoms and positions in Å:
1 Mg 0.17226 0.22637 -0.07733  1.13
2 C -1.84197 1.91050 3.58436  -0.64
3 O -1.08144 0.71672 3.82246  -0.45
4 C -0.60975 0.33397 2.65932  0.20
5 N -0.81192 1.08666 1.63949  0.18
6 C -1.46096 2.30010 2.13056  0.63
7 C -2.59249 2.83771 1.28825  -0.41
8 C -3.51088 3.70396 1.87004  -0.60
9 C -4.47715 4.31852 1.09548  -0.79
10 C -4.52079 4.09257 -0.26912  -0.55
11 C -3.61377 3.22396 -0.85468  -0.85
12 C -2.65956 2.59329 -0.07530  0.62
13 C 0.22329 -0.85689 2.52112  0.58
14 C 0.98198 -1.44798 3.52766  -0.68
15 C 1.84212 -2.47824 3.16574  -0.57
16 C 1.88494 -2.91826 1.84797  -0.74
17 C 1.08966 -2.25094 0.92069  0.76
18 N 0.30104 -1.24793 1.26143  0.06
19 C 1.08660 -2.46461 -0.52287  0.05
20 N 0.78278 -1.49979 -1.31178  -0.02
21 C 1.02010 -1.98077 -2.67378  0.46
22 C 1.24286 -3.50248 -2.45992  -0.60
23 O 1.43140 -3.61901 -1.04333  -0.41
24 C -0.02767 -1.62868 -3.70402  -0.50
25 C -0.04462 -2.33967 -4.89919  -0.53
26 C -0.88911 -1.96012 -5.92541  -0.79
27 C -1.70609 -0.85279 -5.77887  -0.53
28 C -1.70691 -0.15005 -4.58496  -0.93
29 C -0.87816 -0.54439 -3.54809  0.52
30 H -1.56159 2.64883 4.33597  0.36
31 H -2.90243 1.65702 3.68965  0.43
32 H -0.67940 3.08165 2.14367  0.33
33 H -3.46418 3.91670 2.92567  0.43
34 H -5.18815 4.98523 1.55576  0.41
35 H -5.26276 4.58590 -0.87604  0.42
36 H -3.64847 3.04489 -1.91830  0.45
37 H -1.94458 1.89783 -0.51911  0.00
38 H 0.92717 -1.08567 4.54265  0.56
39 H 2.49106 -2.92473 3.90364  0.50
40 H 2.53301 -3.72245 1.53617  0.56
41 H 1.96294 -1.51423 -3.01142  0.36
42 H 2.12671 -3.90201 -2.95764  0.36
43 H 0.36384 -4.09757 -2.72998  0.41
44 H 0.61399 -3.18126 -5.04007  0.43
45 H -0.89929 -2.52034 -6.84608  0.40
46 H -2.34756 -0.54172 -6.58750  0.43
47 H -2.34942 0.70850 -4.46550  0.46
48 H -0.88163 -0.00932 -2.59671  0.25
49 O -0.16967 2.63225 -2.42279  -0.14
50 C -0.11584 1.80920 -1.66759  0.07
51 N 6.96153 2.28009 0.03488  0.01
52 C 8.03210 2.85448 0.65016  0.73
53 C 9.32267 3.13479 0.22604  -1.03
54 C 10.15621 3.73173 1.14460  -0.43
55 C 9.72632 4.04952 2.44599  -0.49
56 C 8.45341 3.77834 2.87827  -0.81
57 C 7.58393 3.16410 1.96963  0.64
58 N 6.29849 2.77923 2.11192  -0.56
59 C 5.93870 2.25639 0.95509  -0.14
60 C 4.62972 1.76004 0.70949  1.18
61 C 4.21070 1.22359 -0.52162  -1.25
62 C 2.90063 0.84600 -0.66616  -0.20
63 N 1.98870 0.93892 0.30778  -0.16
64 C 2.39304 1.42189 1.49197  -0.14
65 C 3.67249 1.83402 1.73976  -1.03
66 H 6.93681 1.95848 -0.91662  0.17
67 H 9.65292 2.89426 -0.77224  0.40
68 H 11.17012 3.96270 0.85981  0.40
69 H 10.43184 4.51862 3.11207  0.40
70 H 8.12407 4.02377 3.87410  0.45
71 H 4.88894 1.11042 -1.35349  0.36
72 H 2.53590 0.45813 -1.60806  0.31
73 H 1.64081 1.49119 2.26471  0.45
74 H 3.97077 2.22676 2.69970  0.62

Atoms 1-3, force components in eV/Å:
Mg -0.8 0.2 -0.6
C -0.5 0.7 -0.2
O 0.6 -0.7 0.3